[1]
18
Properties=species:S:1:pos:R:3:forces:R:3:lowdin_charge:R:1 method="wB97M-V/def2-TZVPD" spin_multiplicity=1 lumo_energy_ev=3.8 smiles="C=CCCCC[O-]" total_charge=-1 homo_energy_ev=-2.28
C -0.73754 2.06240 -1.52241 0.7535 -2.2686 0.6522 -0.60
O -0.60932 3.33927 -1.40345 -0.2668 0.9240 -0.0473 -0.32
C -0.00897 1.16664 -0.31595 0.4352 1.1405 -2.0326 -0.21
C 0.31056 -0.19750 -0.90008 -0.9094 -0.3561 1.4308 -0.27
C 0.80284 -1.27516 0.09517 0.0552 -0.2493 -0.0913 -0.24
C 0.03838 -1.47730 2.51745 0.6700 0.9097 -1.4475 -0.02
C -0.15576 -1.56981 1.19677 -1.0224 0.1742 0.4414 -0.22
H -0.29358 1.55805 -2.45584 -0.0332 0.4390 0.0836 0.07
H -1.77828 1.57429 -1.50321 -0.0419 0.4594 -0.0031 0.07
H 0.92466 1.70736 -0.12619 -0.2087 0.1069 0.4087 0.09
H -0.71527 1.22151 0.50591 0.2240 -0.3938 0.3785 0.08
H -0.66162 -0.50888 -1.31231 0.3333 -0.4395 -0.4025 0.10
H 1.08159 -0.17423 -1.66537 -0.2005 0.4120 -0.3350 0.10
H 0.98245 -2.18583 -0.49697 0.0334 -0.0265 0.2004 0.10
H 1.75567 -0.97171 0.52962 0.1828 0.0475 -0.0054 0.10
H 1.02051 -1.09098 2.77573 -0.0237 -0.2768 0.6381 0.05
H -0.77638 -1.43843 3.22018 -0.0082 -0.3845 0.1963 0.04
H -1.17995 -1.73970 0.86096 0.0276 -0.2182 -0.0654 0.10

[2]
13
Properties=species:S:1:pos:R:3:forces:R:3:lowdin_charge:R:1 method="wB97M-V/def2-TZVPD" spin_multiplicity=1 lumo_energy_ev=1.0 smiles="C=CN(C)C=O" homo_energy_ev=-9.83
C 0.10245 -1.17121 -1.04287 -0.0357 -0.1205 -0.4692 -0.05
N 0.46676 -0.17256 -0.04192 -0.1001 0.3206 -0.1694 -0.16
C -1.19858 0.43356 1.59325 0.0172 -0.2775 0.0109 0.05
C -0.67328 0.57060 0.39169 -1.0166 -0.1832 0.3644 -0.23
C 1.52117 0.71069 -0.25658 -0.1469 -0.0769 0.2428 -0.33
O 2.21136 0.82424 -1.23483 0.0668 -0.4130 0.1854 0.06
H -0.93287 -1.51074 -0.88550 0.4200 0.2593 0.1254 0.09
H 0.74528 -2.04835 -0.93667 0.0614 0.1958 -0.1870 0.09
H 0.16968 -0.75560 -2.05661 0.1135 -0.1997 0.0938 0.09
H -2.17670 0.81043 1.86941 0.2859 0.3536 -0.0166 0.06
H -0.65592 -0.17430 2.29396 -0.0517 -0.2288 0.3578 0.06
H -1.17802 1.16922 -0.36145 0.0336 0.0256 -0.1829 0.12
H 1.59866 1.31401 0.66812 0.3525 0.3446 -0.3553 0.14

[3]
90
Properties=species:S:1:pos:R:3:forces:R:3:lowdin_charge:R:1 method="wB97M-V/def2-TZVPD" spin_multiplicity=4 lumo_energy_ev="-8.8 / -9.3" total_charge=+3 homo_energy_ev="-15.80 / -15.98"
Re 0.32022 -0.30510 0.44607 -1.2642 -0.0193 -0.1134 0.96
C 4.02617 2.52003 -1.55601 0.0683 0.4055 -0.2091 -0.22
Si 4.59879 0.80574 -1.25898 -0.7184 -0.1579 0.2093 0.37
C 6.24463 0.69478 -0.48288 0.4669 0.0438 0.0583 -0.18
C 4.31828 -0.33859 -2.66774 0.1028 -0.1572 -0.3772 -0.20
Sb 2.93988 -0.18699 0.57477 1.0820 -0.0679 0.2248 0.95
Si 3.42530 1.16127 2.80270 -0.0998 -0.3912 -0.4611 0.37
C 2.34864 0.41444 4.09911 -0.1251 -0.0816 0.3054 -0.21
C 3.01809 2.90466 2.33727 -0.1120 0.3529 0.0648 -0.21
C 5.22249 0.87633 3.08844 0.2969 0.0515 0.1687 -0.20
Si 3.70622 -2.69693 0.72573 -0.3078 0.5399 0.1024 0.35
C 5.53959 -2.68030 0.72925 0.3610 -0.1386 0.0415 -0.20
C 2.96646 -3.26461 2.31816 -0.1213 -0.2165 0.2266 -0.22
C 3.00582 -3.46032 -0.80858 -0.0871 -0.2334 -0.2619 -0.21
H 4.51674 2.91454 -2.45289 -0.0155 0.0043 0.0570 0.06
H 4.28456 3.17899 -0.72489 -0.0612 0.0243 -0.0146 0.04
H 2.95152 2.53815 -1.71664 -0.0144 0.0662 -0.0534 -0.01
H 6.95996 1.13966 -1.18612 0.0002 -0.0269 0.0608 0.07
H 6.56028 -0.32827 -0.30056 0.0726 -0.0261 0.0427 0.02
H 6.30922 1.25907 0.44495 0.0400 0.0241 0.0166 0.03
H 4.84130 0.03260 -3.55582 -0.0239 -0.0497 0.0253 0.06
H 3.25955 -0.41640 -2.91762 0.0386 -0.0204 -0.0637 0.02
H 4.70825 -1.33478 -2.45176 -0.0370 -0.0026 -0.0445 0.03
H 1.41602 0.02166 3.69505 -0.0326 0.0092 0.0734 -0.05
H 2.09701 1.15358 4.86547 0.0334 -0.0328 -0.0041 0.06
H 2.87690 -0.40473 4.59233 -0.0676 -0.0190 -0.0068 0.05
H 2.06846 3.23144 2.76844 0.0204 -0.0016 -0.0337 0.03
H 2.98166 3.03413 1.25554 0.0402 0.0814 -0.0136 -0.01
H 3.79399 3.57278 2.72192 -0.0557 0.0168 -0.0071 0.06
H 5.55130 -0.11610 2.77830 0.0321 0.0254 0.0405 0.02
H 5.43178 0.97112 4.15964 0.0068 0.0066 -0.0534 0.06
H 5.82425 1.62664 2.57482 0.0550 -0.0527 -0.0006 0.04
H 5.94476 -2.02115 1.49851 0.0510 -0.0299 -0.0383 0.03
H 5.93483 -2.38724 -0.24300 0.0614 -0.0110 0.0098 0.03
H 5.90852 -3.69063 0.93850 -0.0046 0.0435 -0.0093 0.06
H 3.55402 -2.88098 3.15562 -0.0436 -0.0128 0.0100 0.04
H 2.96502 -4.35655 2.39194 0.0307 0.0356 0.0166 0.05
H 1.93981 -2.91232 2.42886 0.0060 -0.0437 0.0607 0.00
H 3.68758 -3.31079 -1.64805 -0.0382 -0.0288 0.0004 0.04
H 2.03939 -3.03183 -1.07829 0.0446 -0.0527 -0.0400 -0.01
H 2.88760 -4.54085 -0.67392 0.0346 0.0476 -0.0273 0.05
N 1.12791 4.88936 -0.70693 0.1448 -0.2093 0.1812 0.19
N 0.57161 3.80650 -0.09031 -0.0830 0.4126 0.0584 -0.24
N -0.24111 3.94086 0.94242 0.0856 -0.2698 -0.0922 0.19
C -0.44026 2.67971 1.28419 0.0978 0.1582 0.0515 -0.19
N 0.23276 1.84173 0.47308 -0.1279 0.1664 0.0118 -0.19
N 0.89053 2.60556 -0.40700 -0.1018 -0.3194 0.0198 0.09
H 0.65495 5.73432 -0.40908 -0.0686 -0.0017 -0.0945 0.13
H 1.19818 4.74887 -1.70691 -0.0890 0.0886 -0.0184 0.13
H -1.03992 2.36876 2.12194 -0.0021 0.0058 -0.0267 0.09
S -1.04970 -0.31490 2.56226 -0.1256 0.0123 0.0861 0.65
C -2.78427 -0.61081 2.50970 0.1494 0.0070 -0.2174 -0.71
N -3.28673 -1.38996 3.44587 -0.0359 -0.0803 0.1850 0.04
C -4.73721 -1.59416 3.64222 0.1049 0.0216 -0.0444 -0.12
C -5.47736 -0.37088 3.13665 0.0219 0.0148 -0.0089 -0.14
C -5.06560 -0.08991 1.70334 0.1418 0.0114 0.0449 -0.12
N -3.58707 -0.03756 1.62907 -0.0749 0.1208 -0.0411 0.05
H -2.63812 -1.75394 4.12871 -0.0425 -0.0148 -0.0164 0.14
H -4.90840 -1.76337 4.70170 0.0158 0.0214 0.0291 0.14
H -5.04494 -2.48918 3.10065 0.0040 -0.0377 -0.0020 0.13
H -5.24059 0.48903 3.76520 -0.0426 0.0087 0.0126 0.13
H -6.55128 -0.53949 3.18630 0.0018 0.0058 0.0010 0.14
H -5.44519 0.87113 1.36376 0.0144 0.0155 -0.0076 0.14
H -5.43510 -0.85990 1.02568 0.0051 -0.0543 -0.0058 0.12
H -3.15848 0.56599 0.94738 -0.0380 -0.0115 0.0735 0.11
C -0.13883 -5.55635 -0.72414 -0.0810 0.1482 0.0781 0.02
N -0.63887 -4.64395 0.32894 -0.2294 -0.0732 0.0375 -0.13
C -1.78282 -5.10290 1.15162 0.1725 0.0160 -0.1213 0.03
C -0.25224 -3.42264 0.40278 0.2121 -0.1993 -0.0435 -0.20
N 0.15780 -2.33716 0.50279 -0.0001 0.0158 -0.0179 0.00
H 0.27005 -6.44257 -0.24507 0.0273 -0.0245 -0.0026 0.11
H 0.62972 -5.05747 -1.30802 -0.0210 -0.0148 0.0176 0.08
H -0.96988 -5.83556 -1.36899 -0.0125 -0.0076 -0.0279 0.10
H -1.55491 -6.09990 1.52038 0.0010 -0.0089 0.0238 0.11
H -2.68168 -5.13219 0.53745 -0.0250 -0.0041 -0.0049 0.10
H -1.91771 -4.42917 1.99338 -0.0008 0.0124 0.0023 0.09
Cl -4.54976 -3.64575 -2.26514 -0.0220 0.0036 -0.0141 0.74
C -3.16810 -2.62205 -2.17484 -0.1178 0.0209 0.0531 -0.66
C -2.00348 -2.97958 -2.85249 0.2248 0.0090 0.0273 -0.07
C -0.86497 -2.20602 -2.71592 -0.0793 -0.2397 -0.0253 -0.03
C -0.88786 -1.03751 -1.95365 0.0477 0.2073 0.0498 -0.34
C 0.32858 -0.23839 -1.67463 0.2000 0.2372 -0.0960 -0.26
C -2.09342 -0.64805 -1.36489 -0.0988 -0.0197 0.1360 -0.09
C -3.23024 -1.44674 -1.44776 0.0820 0.0054 -0.0149 -0.09
H -2.00185 -3.85827 -3.48472 -0.0047 -0.0066 0.0290 0.12
H 0.04340 -2.49432 -3.23303 -0.0076 0.0049 0.0262 0.13
H 0.18142 0.81162 -1.93002 0.0888 0.0574 -0.0143 0.06
H 1.22984 -0.58749 -2.17068 -0.0715 -0.1467 -0.0949 0.04
H -2.15715 0.31984 -0.87044 0.0299 0.0361 -0.1194 0.09
H -4.16258 -1.15106 -0.98584 0.0147 -0.0061 -0.0456 0.10

[4]
48
Properties=species:S:1:pos:R:3:forces:R:3:lowdin_charge:R:1 method="wB97M-V/def2-TZVPD" spin_multiplicity=1 lumo_energy_ev=1.4 total_charge=-1 homo_energy_ev=-4.45
O -1.68445 0.94407 4.00723 -1.4232 1.8743 -0.9476 0.05
N -2.41399 1.81735 3.47807 1.2333 0.1121 2.2244 -0.32
O -2.49935 2.99219 3.89781 0.2750 -1.8708 -0.4816 0.03
C -3.16793 1.46873 2.30856 -0.4957 -0.6871 -1.2561 -0.17
C -3.97374 2.45230 1.72505 0.3236 -0.1772 0.1177 -0.02
C -4.50709 2.17497 0.47110 -0.0276 -0.3066 -0.2942 -0.09
C -4.21901 0.96836 -0.18446 0.7455 -0.9356 0.3795 -0.01
C -3.43521 -0.07079 0.43454 -0.3167 1.3572 0.7518 -0.16
C -3.16223 -1.34972 -0.18580 -0.1585 0.1167 -0.8594 -0.06
N -3.42010 -2.48555 0.55789 -0.1654 -1.2563 0.5224 -0.38
O -3.78506 -3.54702 -0.04010 0.6006 1.2611 0.6263 -0.05
O -3.28960 -2.44728 1.81121 -0.3730 -0.3599 -1.5030 -0.01
C -2.97295 0.19781 1.74157 0.1522 0.7729 0.0839 0.05
H -4.12080 3.38820 2.26793 -0.0178 -0.3131 -0.4122 0.11
H -5.15908 2.90703 -0.01399 0.2635 -0.2577 0.1408 0.10
H -4.60965 0.74407 -1.18127 0.0328 0.3032 0.3052 0.11
H -3.20703 -1.43090 -1.27127 -0.5641 -0.2918 0.5129 0.12
H -2.42381 -0.56404 2.28584 0.0060 0.3473 -0.2313 0.11
C 1.02036 2.79639 0.21570 -0.1585 -0.1344 -0.0108 -0.08
C 1.92168 2.05829 -0.56046 0.0218 0.1852 0.0391 -0.08
C 2.01569 0.68019 -0.41289 -0.2032 0.1898 0.1411 -0.06
C 1.17600 0.06549 0.50374 0.0888 -0.3207 0.2559 -0.27
S 1.29939 -1.71020 0.67252 -0.4459 1.0721 0.3193 0.64
N 0.57509 -2.18007 -0.82763 0.1803 -0.9803 0.6904 -0.17
F -1.11680 -1.90281 -0.59624 0.8934 0.0841 0.4318 -0.17
S 0.82748 -3.91248 -0.92173 -0.5323 -0.1684 -1.1041 0.64
C -0.25309 -4.33912 -2.26461 -0.1686 0.1357 0.1542 -0.28
C -1.61664 -4.53876 -2.04180 0.3571 0.1738 -0.4454 -0.04
C -2.43758 -4.74623 -3.15488 0.0622 -0.0202 0.3102 -0.06
C -1.89288 -4.77257 -4.43675 0.3959 0.0424 -0.0287 -0.09
C -0.50807 -4.65258 -4.61635 0.0680 -0.0312 0.0741 -0.09
C 0.32899 -4.44834 -3.52098 -0.1045 0.1541 -0.1335 -0.07
O 2.16527 -4.10591 -1.42423 -0.3417 0.1879 0.5326 -0.31
O 0.34852 -4.56360 0.25690 0.2882 0.0637 0.0870 -0.27
O 2.69520 -2.08983 0.57969 -1.0816 0.1222 0.1450 -0.29
O 0.46433 -2.05101 1.79119 0.6753 -0.1785 -0.4104 -0.28
C 0.31566 0.77757 1.33988 -0.0052 -0.1869 -0.0141 -0.04
C 0.22070 2.15804 1.16822 0.0614 0.1479 0.0899 -0.06
H 0.93595 3.87960 0.08177 0.0886 -0.4097 0.0344 0.10
H 2.56368 2.56479 -1.27602 -0.0953 -0.0273 0.0975 0.10
H 2.73630 0.06712 -0.94850 -0.1718 0.2219 -0.0951 0.12
H -2.01241 -4.48688 -1.03448 -0.1096 0.0318 -0.1238 0.09
H -3.50781 -4.87232 -2.99670 0.2339 0.0621 -0.0708 0.11
H -2.53680 -4.87931 -5.31107 0.1350 -0.0548 0.2651 0.10
H -0.05799 -4.70170 -5.60661 -0.2357 -0.0300 0.1265 0.10
H 1.41921 -4.35437 -3.59672 -0.5934 0.0212 -0.1490 0.11
H -0.23812 0.26031 2.13458 0.2075 0.2144 -0.5626 0.10
H -0.46852 2.73938 1.79713 0.3996 -0.2564 -0.3256 0.10

[5]
22
Properties=species:S:1:pos:R:3:forces:R:3:lowdin_charge:R:1 method="wB97M-V/def2-TZVPD" spin_multiplicity=1 lumo_energy_ev=0.7 smiles=Cc1noc(C)c1C1(C#N)CC1 homo_energy_ev=-9.59
C -1.61125 -0.11899 -1.38608 0.5623 0.1845 2.4461 -0.17
C 0.50113 0.09427 0.03229 -2.5874 -2.6007 -1.0063 -0.05
C 1.37376 1.16402 -0.14939 -0.4850 2.2819 0.4741 -0.32
C 1.30260 -1.03503 -0.12053 0.2433 2.6227 -0.0456 -0.25
C -1.92874 0.63720 1.04795 1.2338 2.9199 2.1096 -0.11
C -1.79261 -0.80267 1.01074 -3.3115 -1.4703 -1.8196 -0.11
C -1.09241 0.02971 -0.03143 3.2909 -0.0134 -0.0732 -0.34
C 0.97559 2.63900 -0.30071 0.0772 -2.1957 -3.7222 0.00
C 1.18418 -2.49050 -0.28462 -0.6702 -0.6349 -0.0496 0.01
N -2.10522 -0.40875 -2.36511 -0.6947 -0.2070 -1.8829 0.17
N 2.62313 0.79367 -0.23534 -0.7880 0.3114 -0.1136 0.11
O 2.56234 -0.56305 -0.21542 0.6161 -1.6172 -0.0430 -0.01
H -2.84686 1.15420 0.81641 0.0062 0.0191 -0.0962 0.11
H -1.28443 1.11034 1.93942 -1.6403 -0.7697 -2.2988 0.17
H -1.31410 -1.10990 1.87375 1.2530 -1.4272 1.0274 0.09
H -2.70805 -1.40288 0.62685 1.8488 0.9338 0.8684 0.16
H -0.06230 2.71244 -0.78330 1.4623 -0.0273 0.9441 0.11
H 1.06918 3.16834 0.57893 0.0380 1.2460 1.8013 0.04
H 1.72559 2.96734 -1.07526 -0.8671 0.3382 0.9023 0.10
H 1.24955 -2.91440 0.73669 0.2334 -0.3554 -0.7259 0.10
H 0.20431 -2.79374 -0.72218 0.6290 0.3945 0.4008 0.10
H 1.97461 -2.83059 -0.99367 -0.4500 0.0669 0.9028 0.11

[6]
31
Properties=species:S:1:pos:R:3:forces:R:3:lowdin_charge:R:1 method="wB97M-V/def2-TZVPD" spin_multiplicity=1 lumo_energy_ev=0.1 smiles="CNC(=O)[C@H](CC(N)=O)NC(C)=O.BrCBr" homo_energy_ev=-9.44
O -0.67117 -1.12062 3.06107 0.2746 0.0882 -0.4299 0.07
O -0.43150 -3.17156 -1.38285 0.3140 -0.3271 0.6679 0.06
O 2.22406 0.08595 1.03078 -0.3586 -0.5076 -0.2695 0.03
Br 4.29862 4.58605 -1.10229 0.1403 -1.0165 -0.4868 0.51
Br 2.41607 2.09449 -1.96922 1.0532 0.2795 -0.0839 0.55
C -1.48818 -1.23589 2.16023 -0.0552 -0.1621 1.8739 -0.57
C -0.48467 -2.05959 -1.86971 0.6706 -0.7809 1.9517 -0.58
C 1.01351 0.23826 0.91666 0.9704 -0.4426 0.1510 -0.49
N -1.09675 -1.89408 -3.01832 -0.7668 0.9034 -1.6671 0.18
N 0.49358 1.42473 1.26041 -1.1089 0.7857 -0.1968 0.04
N -1.19478 -1.08054 0.87018 0.5336 0.5599 -1.3870 0.10
C 4.27628 2.77640 -1.91109 -0.2991 0.1935 0.2059 -0.98
C -2.92878 -1.55365 2.48243 0.0743 -0.0497 -0.0665 0.00
C -0.87398 1.92130 1.11613 0.3123 -0.3985 0.2437 -0.06
C 0.10947 -0.83623 -1.19456 -0.0122 0.1950 0.3664 -0.06
C 0.16977 -0.93034 0.34424 -0.3469 -0.2732 -0.0761 -0.18
H -1.11801 -0.99767 -3.46551 -0.1652 -0.0641 -0.3129 0.11
H -1.44903 -2.73269 -3.44595 -0.0575 0.1351 -0.2912 0.12
H 1.17124 2.05542 1.66085 0.0477 -0.1343 -0.0842 0.14
H -1.93299 -1.24540 0.20859 -0.0001 -0.0793 -0.0870 0.14
H 4.89573 2.09932 -1.31461 -0.4949 0.3057 0.1024 0.01
H 4.68968 2.81611 -2.92294 -0.4508 0.2451 0.2593 0.00
H -3.02819 -1.68526 3.55918 0.0543 0.0497 -0.1578 0.09
H -3.21188 -2.47521 1.97754 -0.2175 -0.0172 -0.0616 0.08
H -3.56403 -0.73438 2.15349 -0.2160 -0.0212 -0.0658 0.08
H -1.30956 1.58645 0.17506 -0.0398 0.0570 0.0616 0.07
H -0.86849 3.01200 1.12790 0.1038 -0.1166 -0.0487 0.09
H -1.48323 1.56849 1.94956 -0.1950 0.0577 -0.0777 0.08
H 1.12169 -0.71741 -1.58032 0.1038 0.0839 0.0595 0.11
H -0.46395 0.04462 -1.47830 -0.0149 0.2377 -0.1272 0.11
H 0.71949 -1.83904 0.60133 0.1464 0.2140 0.0343 0.16

What did the sixth record say?
31
Properties=species:S:1:pos:R:3:forces:R:3:lowdin_charge:R:1 method="wB97M-V/def2-TZVPD" spin_multiplicity=1 lumo_energy_ev=0.1 smiles="CNC(=O)[C@H](CC(N)=O)NC(C)=O.BrCBr" homo_energy_ev=-9.44
O -0.67117 -1.12062 3.06107 0.2746 0.0882 -0.4299 0.07
O -0.43150 -3.17156 -1.38285 0.3140 -0.3271 0.6679 0.06
O 2.22406 0.08595 1.03078 -0.3586 -0.5076 -0.2695 0.03
Br 4.29862 4.58605 -1.10229 0.1403 -1.0165 -0.4868 0.51
Br 2.41607 2.09449 -1.96922 1.0532 0.2795 -0.0839 0.55
C -1.48818 -1.23589 2.16023 -0.0552 -0.1621 1.8739 -0.57
C -0.48467 -2.05959 -1.86971 0.6706 -0.7809 1.9517 -0.58
C 1.01351 0.23826 0.91666 0.9704 -0.4426 0.1510 -0.49
N -1.09675 -1.89408 -3.01832 -0.7668 0.9034 -1.6671 0.18
N 0.49358 1.42473 1.26041 -1.1089 0.7857 -0.1968 0.04
N -1.19478 -1.08054 0.87018 0.5336 0.5599 -1.3870 0.10
C 4.27628 2.77640 -1.91109 -0.2991 0.1935 0.2059 -0.98
C -2.92878 -1.55365 2.48243 0.0743 -0.0497 -0.0665 0.00
C -0.87398 1.92130 1.11613 0.3123 -0.3985 0.2437 -0.06
C 0.10947 -0.83623 -1.19456 -0.0122 0.1950 0.3664 -0.06
C 0.16977 -0.93034 0.34424 -0.3469 -0.2732 -0.0761 -0.18
H -1.11801 -0.99767 -3.46551 -0.1652 -0.0641 -0.3129 0.11
H -1.44903 -2.73269 -3.44595 -0.0575 0.1351 -0.2912 0.12
H 1.17124 2.05542 1.66085 0.0477 -0.1343 -0.0842 0.14
H -1.93299 -1.24540 0.20859 -0.0001 -0.0793 -0.0870 0.14
H 4.89573 2.09932 -1.31461 -0.4949 0.3057 0.1024 0.01
H 4.68968 2.81611 -2.92294 -0.4508 0.2451 0.2593 0.00
H -3.02819 -1.68526 3.55918 0.0543 0.0497 -0.1578 0.09
H -3.21188 -2.47521 1.97754 -0.2175 -0.0172 -0.0616 0.08
H -3.56403 -0.73438 2.15349 -0.2160 -0.0212 -0.0658 0.08
H -1.30956 1.58645 0.17506 -0.0398 0.0570 0.0616 0.07
H -0.86849 3.01200 1.12790 0.1038 -0.1166 -0.0487 0.09
H -1.48323 1.56849 1.94956 -0.1950 0.0577 -0.0777 0.08
H 1.12169 -0.71741 -1.58032 0.1038 0.0839 0.0595 0.11
H -0.46395 0.04462 -1.47830 -0.0149 0.2377 -0.1272 0.11
H 0.71949 -1.83904 0.60133 0.1464 0.2140 0.0343 0.16